1.
The following is a DFT calculation (the ωB97M-V functional and the def2-TZVPD basis) of a cluster of 2 separate species, C4H7NO in total at a distorted geometry.

Output
Energy relative to the best compared isomer or geometry (same formula, charge and spin) (kJ/mol): 413.1
Largest force on an atom (eV/A): 1.166
Net charge: 0
Gap between HOMO and LUMO (eV): 9.4
Lowest unoccupied orbital energy (eV): 0.685
M (g mol⁻¹): 85.1
Electronic energy (Ha): -286.47429

Last column: Löwdin charge in e.
CARTESIAN COORDINATES (ANGSTROEM)
1 C 2.164 0.486 0.009  -0.078
2 O 1.387 -0.715 -0.203  -0.215
3 C 0.638 -0.709 -1.266  0.013
4 C -2.172 -0.344 0.350  -0.065
5 C -1.355 0.858 0.507  -0.275
6 N -0.726 1.817 0.660  0.146
7 H 1.511 1.355 -0.077  0.051
8 H 2.963 0.518 -0.733  0.088
9 H 2.577 0.407 1.015  0.091
10 H 0.156 -1.722 -1.203  0.011
11 H -1.547 -1.203 0.097  0.057
12 H -2.691 -0.554 1.288  0.086
13 H -2.907 -0.195 -0.444  0.090

Force components x, y, z for each atom (eV/Å):
0.20 0.23 0.09
-0.29 0.00 -0.44
0.21 -0.35 0.37
-0.05 -0.04 0.01
0.50 0.87 0.19
-0.68 -0.94 -0.12
0.12 -0.14 0.00
-0.10 -0.02 0.10
-0.05 0.03 -0.14
0.10 0.16 -0.09
-0.09 0.16 0.05
0.03 0.04 -0.12
0.11 0.00 0.10

2.
The following is a DFT calculation (the ωB97M-V functional and the def2-TZVPD basis) of the ion C5H10N with charge +1 at a distorted geometry.

Output
Energy relative to the best compared isomer or geometry (same formula, charge and spin) (kJ/mol): 315.0
Largest force on an atom (eV/A): 5.114
Net charge: +1
Gap between HOMO and LUMO (eV): 8.3
Lowest unoccupied orbital energy (eV): -5.646
M (g mol⁻¹): 84.1
Electronic energy (Ha): -250.88531

Last column: Löwdin charge in e.
CARTESIAN COORDINATES (ANGSTROEM)
1 C -0.715 0.944 0.938  -0.029
2 C -1.377 -0.268 0.515  0.055
3 C 0.535 0.741 0.393  -0.115
4 C -2.457 0.131 -0.495  -0.043
5 C 2.384 -0.188 -0.977  -0.002
6 N 1.235 -0.306 -0.021  -0.023
7 H -0.870 -1.226 0.557  0.118
8 H 1.032 1.579 0.134  0.110
9 H -1.116 2.087 0.960  0.200
10 H -2.061 0.815 -1.200  0.080
11 H -3.127 0.782 0.025  0.087
12 H -3.050 -0.687 -0.988  0.112
13 H 2.971 0.634 -0.460  0.115
14 H 2.842 -1.152 -1.047  0.084
15 H 1.928 0.246 -1.961  0.132
16 H 0.907 -1.242 0.004  0.120

Force components x, y, z for each atom (eV/Å):
-1.79 -1.27 -0.13
-0.70 4.87 -1.38
1.38 -2.26 0.55
-1.30 -2.66 1.13
-1.65 3.56 0.44
0.08 -0.11 -0.42
-0.45 0.07 0.17
1.56 3.09 -0.87
0.68 -3.34 -0.10
0.83 0.18 -0.98
-0.90 0.28 0.57
0.77 0.77 0.58
0.21 -1.31 -1.25
0.51 -0.18 -0.23
1.26 -1.15 1.50
-0.49 -0.54 0.43

3.
The following is a DFT calculation (the ωB97M-V functional and the def2-TZVPD basis) of a structure of composition C15H18Cl2CsO2S2Te.

Output
Energy relative to the best compared isomer or geometry (same formula, charge and spin) (kJ/mol): 0.0
Largest force on an atom (eV/A): 0.239
Net charge: -1
Gap between HOMO and LUMO (eV): 5.7
Lowest unoccupied orbital energy (eV): 2.068
M (g mol⁻¹): 625.9
Electronic energy (Ha): -2737.86059

Last column: Löwdin charge in e.
CARTESIAN COORDINATES (ANGSTROEM)
1 Cs -0.391 -1.326 0.226  0.874
2 C -3.777 2.760 0.874  -0.032
3 C -3.405 1.345 0.436  -0.402
4 O -2.202 1.098 0.351  -0.110
5 C -4.479 0.397 0.154  -0.105
6 C -5.816 0.854 0.214  -0.077
7 C -6.896 0.041 -0.012  -0.131
8 C -6.658 -1.316 -0.310  -0.117
9 C -5.389 -1.806 -0.380  -0.033
10 C -4.222 -0.987 -0.160  -0.411
11 O -3.076 -1.507 -0.234  -0.300
12 H -2.851 3.275 1.122  0.068
13 H -4.436 2.753 1.742  0.079
14 H -4.288 3.301 0.075  0.083
15 H -6.000 1.894 0.445  0.089
16 H -7.905 0.430 0.039  0.082
17 H -7.499 -1.980 -0.485  0.093
18 H -5.197 -2.848 -0.607  0.102
19 Cl 6.268 0.391 1.067  0.473
20 C 4.776 -0.498 0.688  -1.059
21 Cl 3.407 0.608 0.451  0.483
22 H 4.542 -1.162 1.511  -0.010
23 H 4.922 -1.063 -0.224  -0.022
24 C 2.035 4.025 -0.273  -0.433
25 S 0.812 2.705 -0.350  0.698
26 C -0.595 3.653 -0.945  -0.424
27 H 1.742 4.784 0.453  0.033
28 H 2.175 4.484 -1.251  0.033
29 H 2.976 3.576 0.042  0.005
30 H -0.373 4.104 -1.912  0.035
31 H -0.871 4.427 -0.229  0.036
32 H -1.423 2.956 -1.042  0.009
33 Te 2.917 -3.499 -0.087  0.450
34 C 3.072 -5.589 -0.076  -1.132
35 C 2.140 -6.543 -0.385  -0.287
36 C 2.621 -7.878 -0.272  -0.235
37 C 3.923 -7.934 0.122  -0.474
38 S 4.551 -6.357 0.361  0.857
39 H 1.135 -6.288 -0.689  0.085
40 H 2.021 -8.755 -0.479  0.087
41 H 4.537 -8.805 0.285  0.044

Force components x, y, z for each atom (eV/Å):
0.20 0.08 -0.04
0.04 -0.02 -0.01
-0.11 -0.11 -0.05
-0.01 -0.13 0.00
0.02 0.22 0.08
-0.01 -0.05 -0.01
0.03 0.05 0.01
-0.05 -0.02 -0.01
0.03 0.00 -0.03
0.03 -0.10 0.01
-0.04 -0.03 0.00
-0.02 0.03 0.01
0.01 0.00 0.02
0.01 0.00 -0.01
-0.02 0.02 0.00
0.00 0.00 0.00
0.01 0.00 0.00
-0.02 0.00 0.00
0.01 0.00 0.00
0.02 0.04 0.01
-0.02 -0.10 0.00
0.00 0.00 -0.01
0.00 0.00 0.01
0.00 -0.05 -0.04
-0.04 -0.02 0.03
0.01 0.03 0.00
0.00 0.01 0.00
0.01 0.01 0.00
0.01 0.01 0.01
-0.01 0.01 0.00
0.00 0.02 -0.01
0.01 -0.02 0.00
-0.11 0.16 0.00
0.02 -0.09 0.03
-0.04 0.06 -0.01
0.05 -0.02 0.00
0.01 -0.06 0.03
-0.01 0.06 -0.02
0.00 0.00 0.00
0.00 0.00 0.00
-0.03 -0.02 -0.01

4.
The following is a DFT calculation (the ωB97M-V functional and the def2-TZVPD basis) of an isolated molecule of C6H10.

Output
Energy relative to the best compared isomer or geometry (same formula, charge and spin) (kJ/mol): 102.0
Largest force on an atom (eV/A): 0.565
Net charge: 0
Gap between HOMO and LUMO (eV): 10.2
Lowest unoccupied orbital energy (eV): 1.126
M (g mol⁻¹): 82.1
Electronic energy (Ha): -234.56367

Last column: Löwdin charge in e.
CARTESIAN COORDINATES (ANGSTROEM)
1 C 1.957 -0.024 -0.226  -0.072
2 C 0.540 -0.184 -0.716  -0.376
3 C -0.385 -0.982 0.202  -0.187
4 C -1.541 -0.104 0.637  -0.193
5 C -1.498 0.712 1.688  -0.006
6 C 0.078 0.406 -1.821  0.031
7 H 2.475 -0.992 -0.163  0.082
8 H 2.535 0.633 -0.884  0.074
9 H 1.967 0.403 0.789  0.081
10 H -0.979 0.313 -2.107  0.067
11 H -0.749 -1.881 -0.314  0.113
12 H 0.171 -1.330 1.084  0.109
13 H -2.414 -0.087 -0.025  0.100
14 H -0.631 0.739 2.356  0.061
15 H -2.312 1.407 1.898  0.052
16 H 0.717 1.066 -2.417  0.063

Force components x, y, z for each atom (eV/Å):
0.03 0.05 -0.05
-0.05 0.14 -0.12
-0.04 -0.03 0.05
-0.04 0.17 0.09
-0.03 -0.09 -0.09
0.00 0.05 0.22
-0.17 0.16 -0.03
-0.08 -0.11 0.11
-0.04 -0.08 -0.25
0.56 0.04 0.03
0.04 0.20 0.09
-0.11 0.14 -0.21
0.27 0.03 0.25
-0.29 -0.04 -0.20
0.21 -0.25 0.00
-0.26 -0.36 0.13

5.
The following is a DFT calculation (the ωB97M-V functional and the def2-TZVPD basis) of the ion C5H7N2 with charge +1 at a distorted geometry.

Output
Energy relative to the best compared isomer or geometry (same formula, charge and spin) (kJ/mol): 622.2
Largest force on an atom (eV/A): 7.818
Net charge: +1
Gap between HOMO and LUMO (eV): 9.7
Lowest unoccupied orbital energy (eV): -4.421
M (g mol⁻¹): 95.1
Electronic energy (Ha): -303.78199

Last column: Löwdin charge in e.
CARTESIAN COORDINATES (ANGSTROEM)
1 C -0.454 -0.544 0.509  0.172
2 C 1.675 -1.864 0.045  0.194
3 C 0.906 -0.819 0.911  -0.208
4 C -2.733 -0.576 -0.698  -0.026
5 C 2.529 0.476 -0.658  -0.024
6 N -1.514 -0.593 -0.051  0.141
7 N 1.916 -0.619 -0.115  -0.154
8 H 1.323 -0.683 1.979  0.177
9 H -3.358 -0.095 -0.010  0.093
10 H -2.593 0.096 -1.601  0.147
11 H -3.321 -1.481 -0.933  0.131
12 H 3.570 0.197 -1.196  0.177
13 H 2.717 1.194 0.130  0.113
14 H 1.996 0.836 -1.445  0.066

Force components x, y, z for each atom (eV/Å):
-4.57 -1.14 -2.75
0.92 0.16 -1.15
0.56 1.56 2.15
-1.19 1.27 -2.20
5.50 0.33 -0.59
6.96 -0.71 3.49
-2.14 -3.47 1.47
-1.59 -0.06 -1.65
-1.27 1.21 0.84
-0.47 -0.93 0.90
1.39 -0.27 0.05
-2.21 0.29 1.59
0.04 0.31 -0.14
-1.94 1.45 -2.01

6.
The following is a DFT calculation (the ωB97M-V functional and the def2-TZVPD basis) of a cluster of 2 separate species, C3H9NO2PS in total at a distorted geometry.

Output
Energy relative to the best compared isomer or geometry (same formula, charge and spin) (kJ/mol): 0.0
Largest force on an atom (eV/A): 4.191
Net charge: +1
Gap between HOMO and LUMO (eV): 8.1
Lowest unoccupied orbital energy (eV): -4.546
M (g mol⁻¹): 154.2
Electronic energy (Ha): -1064.22534

Last column: Löwdin charge in e.
CARTESIAN COORDINATES (ANGSTROEM)
1 C 1.171 1.484 -0.463  -0.149
2 C -0.045 1.058 0.299  -0.218
3 C 2.471 0.774 0.111  -0.103
4 N -0.233 -0.372 0.315  -0.054
5 O 2.260 -0.652 0.041  -0.119
6 O 1.041 -2.805 -0.035  -0.122
7 P 0.996 -1.395 0.140  0.743
8 S -4.042 -2.142 -0.031  0.478
9 H 1.212 1.412 -1.573  0.139
10 H 1.434 2.571 -0.389  0.146
11 H -0.121 1.444 1.300  0.127
12 H -1.023 1.485 -0.237  0.187
13 H 3.301 0.907 -0.603  0.149
14 H 2.680 1.074 1.124  0.134
15 H -1.195 -0.659 0.201  0.109
16 H -4.866 -1.173 -0.310  -0.245
17 H -5.043 -3.012 0.111  -0.202

Force components x, y, z for each atom (eV/Å):
3.08 1.02 -0.04
-2.85 2.37 -1.95
-1.05 1.44 -2.19
0.76 -1.83 -0.36
2.18 0.67 0.51
-0.72 -1.20 0.12
-2.55 0.04 -0.14
0.70 -0.58 0.16
-0.74 -0.77 0.69
-0.71 -0.69 0.55
0.40 0.19 0.46
2.13 -0.81 1.04
-0.20 0.31 0.80
0.26 -0.16 0.29
-0.05 -0.65 0.24
-0.63 0.83 -0.24
0.00 -0.18 0.07

7.
The following is a DFT calculation (the ωB97M-V functional and the def2-TZVPD basis) of a structure of composition CH6O2 at a distorted geometry.

Output
Energy relative to the best compared isomer or geometry (same formula, charge and spin) (kJ/mol): 130.5
Largest force on an atom (eV/A): 5.667
Net charge: 0
Gap between HOMO and LUMO (eV): 9.8
Lowest unoccupied orbital energy (eV): 0.509
M (g mol⁻¹): 50.1
Electronic energy (Ha): -192.10847

Last column: Löwdin charge in e.
CARTESIAN COORDINATES (ANGSTROEM)
1 O 0.378 0.331 0.832  -0.190
2 C 0.922 -0.831 0.125  -0.148
3 H -0.114 0.888 0.192  -0.145
4 H 0.539 -1.764 0.571  0.070
5 H 2.024 -0.870 0.120  0.070
6 H 0.567 -0.767 -0.917  0.065
7 O -1.127 1.228 -0.423  0.041
8 H -1.822 1.458 0.234  0.126
9 H -1.369 0.326 -0.734  0.111

Force components x, y, z for each atom (eV/Å):
3.54 -3.15 1.69
-0.86 1.27 0.60
1.41 -0.30 0.84
0.14 0.32 -0.10
-0.40 0.21 0.06
0.28 -0.31 0.02
-4.81 1.27 -2.72
0.69 -0.19 -0.61
0.00 0.89 0.21

8.
The following is a DFT calculation (the ωB97M-V functional and the def2-TZVPD basis) of a cluster of 2 separate species, C6H16NO in total at a distorted geometry.

Output
Energy relative to the best compared isomer or geometry (same formula, charge and spin) (kJ/mol): 311.8
⟨S²⟩: 0.75
2S+1: 2
Largest force on an atom (eV/A): 3.633
Net charge: 0
Gap between HOMO and LUMO (alpha / beta) (eV): 2.8 / 7.4
Lowest unoccupied orbital energy (alpha / beta) (eV): 0.077 / 0.009
M (g mol⁻¹): 118.2
Electronic energy (Ha): -368.00443

Last column: Löwdin charge in e.
CARTESIAN COORDINATES (ANGSTROEM)
1 C 0.109 -0.869 1.592  -0.113
2 C -0.768 0.053 0.680  -0.222
3 C 0.027 0.852 -0.322  -0.441
4 C 0.580 0.396 -1.536  -0.075
5 C 0.096 2.321 0.093  -0.274
6 C -1.012 3.156 -0.575  -0.120
7 N 1.269 -1.685 0.778  0.144
8 H -0.570 -1.761 1.907  0.112
9 H 0.462 -0.267 2.425  0.097
10 H -1.246 0.821 1.334  0.110
11 H -1.501 -0.619 0.194  0.094
12 H 1.162 1.085 -2.256  0.050
13 H 0.477 -0.623 -1.734  -0.043
14 H 0.003 2.463 1.141  0.071
15 H 1.073 2.676 -0.296  0.096
16 H -0.713 4.163 -0.918  0.060
17 H -1.372 2.559 -1.442  0.076
18 H -1.841 3.365 0.112  0.056
19 H 1.650 -0.936 0.105  0.090
20 H 0.777 -2.398 0.151  0.101
21 H 1.853 -2.122 1.475  0.106
22 H 0.538 -4.526 -0.754  0.041
23 H -0.946 -4.251 -1.195  0.052
24 O -0.107 -3.852 -0.960  -0.070

Force components x, y, z for each atom (eV/Å):
-1.85 -2.44 -0.83
1.03 -0.29 -0.94
-0.04 1.11 1.08
1.02 2.04 0.70
0.68 -0.28 -2.40
-0.49 0.15 -0.66
-2.86 2.13 -0.68
1.08 1.55 0.22
0.86 -0.54 -0.03
-0.04 -1.09 -0.26
-0.18 0.24 0.19
-1.14 -1.32 1.32
-0.20 -1.54 -1.00
0.42 0.02 1.08
-0.28 0.19 0.57
0.20 -0.44 0.01
0.00 0.70 0.46
-0.06 -0.37 -0.12
0.31 -0.77 0.46
0.63 0.94 1.00
0.72 -0.04 -0.26
-0.11 -0.56 -0.16
0.01 -0.26 0.04
0.27 0.87 0.24

9.
The following is a DFT calculation (the ωB97M-V functional and the def2-TZVPD basis) of a cluster of 2 separate species, C4H11NO in total at a distorted geometry.

Output
Energy relative to the best compared isomer or geometry (same formula, charge and spin) (kJ/mol): 142.7
Largest force on an atom (eV/A): 1.999
Net charge: 0
Gap between HOMO and LUMO (eV): 10.1
Lowest unoccupied orbital energy (eV): 0.931
M (g mol⁻¹): 89.1
Electronic energy (Ha): -288.96267

Last column: Löwdin charge in e.
CARTESIAN COORDINATES (ANGSTROEM)
1 N -0.066 1.188 1.788  -0.013
2 C -1.025 0.231 1.268  -0.291
3 C 0.063 0.492 -2.557  -0.102
4 C -0.059 0.696 -1.066  -0.176
5 C -0.903 0.082 -0.259  -0.143
6 H -0.197 2.126 1.466  0.063
7 H 0.033 1.126 2.797  0.068
8 H -2.065 0.576 1.366  0.102
9 H -0.902 -0.723 1.772  0.102
10 H 1.036 0.821 -2.931  0.066
11 H 0.076 -0.573 -2.789  0.072
12 H -0.674 1.069 -3.114  0.071
13 H 0.688 1.368 -0.655  0.094
14 H -1.716 -0.566 -0.588  0.106
15 H 1.873 -1.870 1.326  0.033
16 H 0.786 -2.005 0.274  0.009
17 O 1.670 -2.322 0.499  -0.062

Force components x, y, z for each atom (eV/Å):
0.47 -1.02 0.58
0.14 1.36 -1.46
0.50 -0.08 0.11
0.60 0.07 -0.37
-0.62 -0.49 1.28
-0.22 0.33 0.05
-0.14 0.34 -0.36
-0.07 -0.28 0.51
-0.04 -0.14 0.02
-0.03 0.24 0.27
-0.62 0.03 -0.20
-0.22 -0.32 -0.10
-0.10 -0.06 0.31
0.33 -0.07 -0.60
0.04 0.00 -0.11
0.17 0.06 -0.09
-0.19 0.02 0.15

10.
The following is a DFT calculation (the ωB97M-V functional and the def2-TZVPD basis) of a cluster of 2 separate species, C6H12BrNO in total at a distorted geometry.

Output
Energy relative to the best compared isomer or geometry (same formula, charge and spin) (kJ/mol): 511.7
Largest force on an atom (eV/A): 5.900
Net charge: 0
Gap between HOMO and LUMO (alpha / beta) (eV): 9.5 / 4.9
Lowest unoccupied orbital energy (alpha / beta) (eV): -0.069 / -3.296
M (g mol⁻¹): 194.1
Electronic energy (Ha): -2939.62845

Last column: Löwdin charge in e.
CARTESIAN COORDINATES (ANGSTROEM)
1 C 0.211 -1.390 0.300  -0.097
2 C 0.337 0.583 1.967  -0.035
3 C -1.420 0.464 0.002  -0.048
4 C 0.923 0.331 -1.951  -0.069
5 C -0.035 0.123 0.523  -0.497
6 C 0.901 0.919 -0.561  -0.368
7 N 1.351 1.988 -0.215  -0.071
8 O 1.621 2.788 0.590  0.089
9 Br 3.588 -0.402 -0.253  0.214
10 H 0.068 -2.014 -0.591  0.093
11 H 1.235 -1.579 0.675  0.029
12 H -0.226 -2.061 1.037  0.076
13 H 1.444 0.625 2.212  0.102
14 H -0.057 1.654 2.138  0.109
15 H -0.223 -0.032 2.594  0.051
16 H -1.584 1.534 -0.051  0.088
17 H -2.023 -0.083 0.679  0.071
18 H -1.502 -0.027 -1.080  0.124
19 H 1.472 1.090 -2.607  0.125
20 H 0.032 0.067 -2.369  0.038
21 H 1.546 -0.465 -1.985  -0.024

Force components x, y, z for each atom (eV/Å):
1.72 -1.13 2.12
0.23 2.49 -1.53
0.74 -1.20 -1.83
2.47 4.79 -0.12
1.92 0.31 -2.22
-2.72 -5.19 0.72
1.52 1.55 -2.66
0.58 2.11 2.66
0.16 0.27 0.15
-0.03 1.27 -0.51
0.02 0.17 -0.85
-1.17 0.52 0.50
-1.40 -0.48 -0.47
0.60 -1.56 -0.32
-0.58 -1.12 1.52
-0.40 0.07 0.14
-1.59 -0.11 0.40
-0.18 1.19 2.41
-1.03 -0.87 0.60
-2.61 -0.36 -0.88
1.76 -2.70 0.15